Computed, not measured: a cluster of 2 separate species, C3H7OS in total, with the ωB97M-V functional and the def2-TZVPD basis.

Properties
maximum force	0.633	eV/Å
DFT total energy	-16107.5344	eV
E_LUMO	3.9	eV
energy relative to the best compared isomer or geometry (same formula, charge and spin)	17.1	kcal/mol
gap between HOMO and LUMO	7.070	eV
HOMO energy	-3.157	eV

ORCA input file:
```
! RIJCOSX wB97M-V def2-TZVPD def2/J DEFGRID3
* xyz -1 1
S -1.173 -2.929 -0.411
H -2.438 -3.367 -0.355
C -0.503 0.333 0.327
O -0.958 -0.033 -0.946
C 0.994 0.547 0.348
C 1.590 1.676 0.017
H -0.742 -0.448 1.048
H -1.000 1.263 0.635
H -1.106 -1.029 -0.926
H 1.623 -0.319 0.531
H 2.669 1.751 0.048
H 1.043 2.555 -0.316
*
```